Entry 1:
An isolated molecule of C18H24N2O2S, computed with ωB97M-V/def2-TZVPD.

Each line ends with the Löwdin charge.
CARTESIAN COORDINATES (ANGSTROEM)
C: -3.06965 -3.07797 0.81084  -0.1079
O: -2.31308 -2.65453 -0.29625  -0.1079
C: -1.14137 -1.99960 -0.07272  -0.2798
C: -0.60697 -1.72846 1.17996  -0.0117
C: 0.61285 -1.07778 1.28196  -0.0382
C: 1.31377 -0.68129 0.15633  -0.2287
C: 2.61906 0.07128 0.26906  -0.2900
C: 2.32285 1.55848 -0.02148  -0.1267
N: 1.13575 1.99401 0.67539  0.0589
C: -0.02313 2.27933 0.03265  -0.4862
O: -0.09584 2.38825 -1.17046  0.0663
C: -1.18417 2.51803 0.98939  -0.0896
C: -2.48887 2.85105 0.25556  -0.1423
C: -3.20934 1.62252 -0.20481  -0.3395
C: -2.83089 0.85897 -1.34201  -0.1393
C: -3.64543 -0.19916 -1.55965  -0.4072
S: -4.89676 -0.30602 -0.38275  0.9763
C: -4.30410 1.10219 0.41037  -0.3710
N: 3.59572 -0.47306 -0.66762  -0.2332
C: 4.82482 0.29130 -0.72225  -0.0995
C: 3.87940 -1.86211 -0.36265  -0.0880
C: 0.76291 -0.93710 -1.09591  -0.0192
C: -0.44131 -1.59217 -1.21089  0.0050
H: -3.37387 -2.23360 1.43751  0.0782
H: -3.95893 -3.55033 0.39702  0.0926
H: -2.52091 -3.80556 1.41832  0.0954
H: -1.12097 -2.02199 2.08206  0.1033
H: 1.02181 -0.88854 2.26621  0.1136
H: 2.99118 -0.00740 1.31367  0.1492
H: 3.16278 2.19023 0.28166  0.1185
H: 2.12720 1.69035 -1.08701  0.1302
H: 1.11288 1.83865 1.67107  0.1413
H: -0.90771 3.34765 1.64521  0.1202
H: -1.31521 1.62529 1.60613  0.1208
H: -3.14179 3.42100 0.91936  0.1146
H: -2.24353 3.46608 -0.61258  0.1211
H: -1.98212 1.11006 -1.95088  0.1048
H: -3.59704 -0.93912 -2.33244  0.0673
H: -4.81497 1.46846 1.27941  0.0669
H: 5.29829 0.40947 0.26601  0.0926
H: 4.63476 1.27481 -1.14496  0.0775
H: 5.52426 -0.22691 -1.37619  0.0844
H: 4.37299 -1.98654 0.61490  0.0920
H: 2.95169 -2.43029 -0.35766  0.0825
H: 4.53105 -2.26658 -1.13529  0.0857
H: 1.30213 -0.62758 -1.97666  0.1259
H: -0.87022 -1.80376 -2.17696  0.1209

Summary:
SMILES string = COc1ccc([C@H](CNC(=O)CCc2ccsc2)N(C)C)cc1
relative energy (zero: lowest compared OMol25 entry of this formula, charge and spin) = 46.1 kcal per mole
charge = 0
LUMO energy = 0.67 eV
gap between HOMO and LUMO = 8.97 eV

Entry 2:
An isolated molecule of C18H24N2O3S, computed with ωB97M-V/def2-TZVPD.

Each line ends with the Löwdin charge.
CARTESIAN COORDINATES (ANGSTROEM)
C: -4.99716 -2.19618 -0.42212  -0.1119
C: -5.03284 -0.67281 -0.42242  -0.2670
C: -3.72500 -0.08317 -0.94161  -0.1927
C: -3.75147 1.44697 -0.94221  -0.2024
O: -2.55482 2.00809 -1.43962  -0.0425
C: -1.42950 1.98741 -0.67542  -0.2684
C: -0.26077 2.41116 -1.31390  0.0131
C: 0.94134 2.42734 -0.64272  -0.0165
C: 1.02166 2.02267 0.68682  -0.2495
C: 2.35412 1.99369 1.38882  -0.0844
C: 3.35926 1.16478 0.63667  -0.0934
C: 3.20438 -0.15948 0.38633  -0.1243
C: 2.01487 -0.95001 0.85297  -0.1227
O: 2.10543 -2.27502 0.38755  -0.1512
C: 1.07294 -3.12364 0.84790  -0.2505
C: -0.30867 -2.77958 0.29758  -0.0677
N: 4.13635 -0.85953 -0.31966  0.1004
C: 5.27103 -0.30414 -0.82271  -0.8651
S: 6.36768 -1.18496 -1.66630  0.6251
N: 5.42475 1.02559 -0.57173  0.1302
C: 4.54538 1.84771 0.13064  -0.4143
O: 4.80007 3.02260 0.27442  0.0806
C: -0.14398 1.62725 1.32359  -0.0542
C: -1.36013 1.60534 0.65965  -0.0224
H: -4.19096 -2.55945 0.21172  0.0658
H: -4.83608 -2.57336 -1.42927  0.0726
H: -5.93546 -2.59994 -0.05012  0.0686
H: -5.21516 -0.31322 0.59317  0.1101
H: -5.85843 -0.32725 -1.04787  0.1103
H: -2.89469 -0.43315 -0.32395  0.0985
H: -3.54234 -0.42669 -1.96180  0.1247
H: -3.97910 1.83258 0.05971  0.1229
H: -4.52593 1.80371 -1.62694  0.1324
H: -0.32823 2.72294 -2.34398  0.1198
H: 1.83563 2.75705 -1.15011  0.1239
H: 2.22941 1.60617 2.40305  0.1240
H: 2.76077 3.00633 1.45426  0.1248
H: 1.10551 -0.45917 0.48047  0.1215
H: 1.97591 -0.93170 1.95537  0.1536
H: 1.37164 -4.11816 0.50860  0.1243
H: 1.05143 -3.11716 1.94795  0.1227
H: -0.68327 -1.84972 0.71982  0.0593
H: -1.00213 -3.57670 0.54992  0.0769
H: -0.26464 -2.68120 -0.78428  0.0858
H: 3.95931 -1.84471 -0.48168  0.1388
H: 6.26253 1.46530 -0.93721  0.1476
H: -0.11091 1.32428 2.36117  0.1162
H: -2.23973 1.29113 1.19945  0.1065

Summary:
SMILES string = CCCCOc1ccc(Cc2c(COCC)[nH]c(=S)[nH]c2=O)cc1
relative energy (zero: lowest compared OMol25 entry of this formula, charge and spin) = 19.0 kcal per mole
charge = 0
LUMO energy = 0.52 eV
gap between HOMO and LUMO = 8.78 eV

Entry 3:
A 2-piece molecular cluster, C18H24N2O4S overall, computed with ωB97M-V/def2-TZVPD.

Each line ends with the Löwdin charge.
CARTESIAN COORDINATES (ANGSTROEM)
C: 4.12204 -4.96484 8.70413  -0.0491
C: 4.53247 -4.62637 7.29988  -0.2639
C: 5.55524 -3.70070 7.06293  -0.0248
C: 5.92501 -3.36305 5.75986  -0.0387
C: 5.25098 -3.96305 4.69556  -0.2919
S: 5.72416 -3.55863 3.02793  0.7511
O: 6.62933 -2.44712 3.11994  -0.2969
O: 6.02862 -4.74050 2.27910  -0.2722
N: 4.17644 -2.82900 2.21882  0.0447
C: 4.24602 -1.60904 2.06859  -0.4017
O: 4.43160 -0.43548 2.02459  0.1585
C: 4.26432 -4.92215 4.90490  -0.0500
C: 3.90217 -5.23597 6.20966  -0.0294
H: 3.30407 -5.69043 8.68805  0.0759
H: 4.95702 -5.39782 9.26769  0.0881
H: 3.78201 -4.07804 9.25251  0.0878
H: 6.06912 -3.23536 7.90440  0.1215
H: 6.72242 -2.64464 5.57076  0.1179
H: 3.78755 -5.39918 4.04964  0.1228
H: 3.11634 -5.96872 6.39102  0.1162
C: 2.26031 -1.42583 0.42394  -0.1257
C: 1.41135 -0.41424 0.84707  -0.2365
N: 0.29453 -0.63104 1.60366  -0.0709
C: -0.43854 0.52394 2.10318  -0.1470
C: -1.64645 0.14934 2.94266  -0.1800
O: -2.34384 -0.97579 2.39156  -0.1352
C: -1.53078 -2.15270 2.45088  -0.1782
C: -0.18517 -2.00267 1.72685  -0.1315
C: 1.68279 1.01356 0.43628  -0.1361
C: 2.92048 1.14322 -0.46270  -0.1953
C: 2.96819 0.04842 -1.52173  -0.1915
C: 2.96999 -1.35700 -0.88824  -0.2000
H: 2.16891 -2.42980 0.83901  0.0789
H: 0.23110 1.15222 2.70615  0.1256
H: -0.80520 1.12878 1.25867  0.1202
H: -1.30930 -0.03784 3.98045  0.1267
H: -2.37750 0.96676 2.90645  0.1284
H: -1.32541 -2.42980 3.50646  0.1213
H: -2.12483 -2.93518 1.95432  0.1267
H: -0.31891 -2.43665 0.71727  0.1304
H: 0.55587 -2.62446 2.25673  0.1200
H: 1.84020 1.65511 1.31732  0.1206
H: 0.80086 1.41658 -0.09225  0.1191
H: 3.81337 1.08442 0.17406  0.1016
H: 2.91472 2.13051 -0.93817  0.1094
H: 2.08530 0.12988 -2.16735  0.1108
H: 3.84636 0.17582 -2.16651  0.1078
H: 2.47690 -2.05724 -1.57923  0.1104
H: 4.00733 -1.71025 -0.79074  0.1045

Summary:
SMILES string = Cc1ccc(S(=O)(=O)N=C=O)cc1.C1=C(N2CCOCC2)CCCC1
relative energy (zero: lowest compared OMol25 entry of this formula, charge and spin) = 100.5 kcal per mole
charge = 0
LUMO energy = -0.15 eV
gap between HOMO and LUMO = 6.96 eV

Entry 4:
An isolated molecule of C18H24N2O4S, computed with ωB97M-V/def2-TZVPD.

Each line ends with the Löwdin charge.
CARTESIAN COORDINATES (ANGSTROEM)
C: -2.10299 0.74605 -1.26943  -0.0738
C: -2.65655 -0.52748 -0.63413  -0.2466
O: -2.76306 -0.48229 0.77218  -0.1674
C: -3.58730 0.54956 1.27078  -0.2246
C: -3.75855 0.37232 2.77792  -0.1449
C: -2.43853 0.53506 3.53628  -0.1688
N: -1.51073 -0.52703 3.23182  0.0685
C: -0.45214 -0.34839 2.41400  -0.4167
O: -0.08753 0.76926 2.05631  0.0370
C: 0.24457 -1.60000 2.01436  -0.0642
C: 0.23394 -2.71770 2.84617  -0.0377
C: 0.82430 -3.90438 2.45870  -0.0862
C: 1.42656 -3.99542 1.21315  -0.0679
C: 1.47486 -2.89686 0.38027  0.0041
C: 0.91025 -1.68373 0.77466  -0.1454
N: 1.00353 -0.54180 -0.00475  0.1531
C: 1.31950 -0.44494 -1.32729  -0.5046
O: 1.51105 -1.38995 -2.06761  0.0370
C: 1.35898 0.93593 -1.86464  -0.3889
C: 1.80405 2.04733 -1.25400  -0.3064
C: 2.28758 2.10971 0.16691  0.0073
O: 1.90430 3.28294 -1.82596  -0.0512
C: 1.74160 3.40804 -3.21934  -0.2453
C: 0.51975 2.66684 -3.73494  -0.4204
S: 0.81409 0.87908 -3.55826  0.9693
H: -1.26412 1.11681 -0.68471  0.0676
H: -2.86287 1.52283 -1.32712  0.0741
H: -1.75850 0.52090 -2.27471  0.0541
H: -1.97890 -1.36344 -0.82487  0.1208
H: -3.63961 -0.76218 -1.07281  0.1201
H: -4.57181 0.51201 0.77688  0.1279
H: -3.13758 1.53183 1.07148  0.1246
H: -4.47045 1.11673 3.13657  0.1152
H: -4.16731 -0.62131 2.97335  0.1158
H: -2.63220 0.53747 4.61453  0.1192
H: -1.95125 1.47256 3.25898  0.1221
H: -1.87513 -1.46252 3.32030  0.1351
H: -0.21445 -2.64990 3.82719  0.1114
H: 0.81241 -4.75537 3.12278  0.1007
H: 1.87583 -4.92453 0.89608  0.1064
H: 1.95231 -2.95920 -0.58323  0.1043
H: 0.68490 0.29083 0.48897  0.0860
H: 1.45998 2.20977 0.86837  0.0747
H: 2.91797 2.99034 0.26517  0.0911
H: 2.86037 1.22400 0.42734  0.0945
H: 1.65123 4.48383 -3.39712  0.1277
H: 2.63738 3.03487 -3.73298  0.1290
H: 0.35810 2.86280 -4.79177  0.0793
H: -0.36732 2.93910 -3.16268  0.0828

Summary:
SMILES string = CCOCCCNC(=O)c1ccccc1NC(=O)C1=C(C)OCCS1
relative energy (zero: lowest compared OMol25 entry of this formula, charge and spin) = 28.8 kcal per mole
charge = 0
LUMO energy = 0.68 eV
gap between HOMO and LUMO = 8.48 eV

Entry 5:
An isolated molecule of C18H24N4O3S, computed with ωB97M-V/def2-TZVPD.

Each line ends with the Löwdin charge.
CARTESIAN COORDINATES (ANGSTROEM)
O: -1.42196 -0.61475 1.78655  0.0654
C: -0.47077 -1.17929 1.27572  -0.4904
C: -0.62225 -2.52095 0.56547  -0.0710
C: -1.26019 -2.31075 -0.81619  -0.1598
N: -2.40216 -1.42117 -0.70665  -0.0057
C: -3.57708 -1.92539 -0.22604  -0.7743
S: -3.84677 -3.53335 0.00766  0.6958
N: -4.58038 -1.04694 0.02775  0.0933
C: -4.46282 0.31279 -0.09486  -0.1725
C: -5.50641 1.17285 0.24397  -0.0089
C: -5.34265 2.53400 0.09353  -0.0682
C: -4.14851 3.05772 -0.39234  -0.0737
C: -3.11290 2.21227 -0.72782  0.0008
C: -3.26090 0.83384 -0.58622  -0.0611
C: -2.15659 -0.06668 -0.91135  -0.3588
O: -1.08643 0.30461 -1.35095  0.0778
N: 0.78228 -0.69857 1.30719  0.0761
C: 1.11882 0.58751 1.86856  -0.1656
C: 1.23090 1.69080 0.80667  -0.1473
C: 1.89315 1.20079 -0.48673  -0.2004
N: 2.99283 0.27877 -0.24321  -0.1963
C: 4.18112 0.94043 0.27096  -0.1613
C: 5.23474 -0.11673 0.60145  -0.1931
O: 5.56997 -0.88272 -0.53182  -0.1297
C: 4.42438 -1.50037 -1.06699  -0.1976
C: 3.35499 -0.47108 -1.43550  -0.1654
H: 0.33600 -3.02545 0.45225  0.1161
H: -1.28917 -3.14289 1.16555  0.0957
H: -0.55377 -1.83501 -1.49920  0.1217
H: -1.59668 -3.26444 -1.22775  0.0895
H: -5.43008 -1.44637 0.40564  0.1367
H: -6.43090 0.76505 0.62473  0.1140
H: -6.15094 3.19909 0.35795  0.1074
H: -4.03529 4.12483 -0.50302  0.1035
H: -2.17409 2.58763 -1.10519  0.1199
H: 1.50735 -1.09758 0.72885  0.1202
H: 2.07027 0.47693 2.39527  0.1129
H: 0.33810 0.84428 2.58767  0.1207
H: 0.23224 2.04025 0.54362  0.1034
H: 1.77962 2.52964 1.23746  0.1036
H: 1.13880 0.66886 -1.06881  0.0904
H: 2.21858 2.07141 -1.08034  0.1272
H: 3.92613 1.49367 1.17522  0.1187
H: 4.59683 1.64681 -0.46966  0.1330
H: 6.16094 0.35092 0.93919  0.1260
H: 4.84772 -0.77564 1.39455  0.1265
H: 4.75537 -2.04804 -1.95091  0.1258
H: 4.00852 -2.20982 -0.33347  0.1234
H: 2.46998 -0.98198 -1.82223  0.1229
H: 3.75010 0.19022 -2.22619  0.1327

Summary:
SMILES string = O=C(CCn1c(=S)[nH]c2ccccc2c1=O)NCCCN1CCOCC1
relative energy (zero: lowest compared OMol25 entry of this formula, charge and spin) = 0.0 kcal per mole
charge = 0
LUMO energy = 0.25 eV
gap between HOMO and LUMO = 8.62 eV